No. 1
{
  "formula": "C2H8BN",
  "method": "ωB97M-V/def2-TZVPD",
  "species": ["B", "C", "C", "N", "H", "H", "H", "H", "H", "H", "H", "H"],
  "positions_angstrom": [[0.74283, 0.49463, 0.97764], [-1.32264, -1.14202, -1.05365], [0.58819, -0.82329, 0.21386], [0.56340, 1.83410, 0.48948], [0.91853, 0.56368, 2.17775], [-1.16761, -1.89513, -1.68612], [-1.90306, -1.05835, -0.08917], [-1.32750, -0.17544, -1.58911], [0.69263, -1.79481, 0.72347], [1.04843, -0.69130, -0.83828], [0.85162, 2.57297, 1.15377], [0.31517, 2.11496, -0.47964]],
  "atomic_forces_ev_per_a": [[-1.172, 1.677, 0.746], [1.321, 5.658, 5.303], [-1.383, -0.475, -3.923], [0.415, -0.390, -0.178], [0.318, -0.483, -0.274], [0.455, -3.507, -1.690], [0.227, -0.913, -1.768], [-0.055, -0.495, 0.398], [0.092, 0.553, -0.621], [-0.090, -0.857, 1.848], [-0.582, -0.552, -1.177], [0.454, -0.216, 1.337]],
  "mulliken_charge": [0.128, -0.832, -0.681, -0.414, -0.108, 0.392, 0.288, 0.241, 0.324, 0.256, 0.197, 0.209],
  "lumo_ev": 0.27,
  "mol_weight_da": 56.91,
  "spin_multiplicity": 1,
  "total_energy_ha": -160.5167,
  "e_above_lowest_kcal_mol": 76.4,
  "homo_ev": -8.661
}

---

No. 2
{
  "formula": "C2H8BNO2",
  "method": "ωB97M-V/def2-TZVPD",
  "species": ["N", "O", "H", "H", "H", "C", "C", "B", "O", "H", "H", "H", "H", "H"],
  "positions_angstrom": [[2.54990, 1.51892, -0.89661], [1.63945, 0.77668, -1.59673], [3.52397, 1.38234, -1.06105], [2.32405, 1.53782, 0.02216], [2.25244, 2.41979, -1.11078], [-1.99228, -0.93812, 0.64275], [-0.51556, -1.16927, 0.39474], [0.31587, -0.02717, 0.99740], [0.91336, 0.94341, 1.37990], [-2.15828, 0.00645, 0.16978], [-2.49883, -1.72770, 0.11184], [-2.14296, -1.03146, 1.67954], [-0.38654, -2.11630, 0.90952], [-0.45510, -1.20272, -0.76380]],
  "atomic_forces_ev_per_a": [[-1.030, 0.050, -2.577], [-0.109, -1.511, -0.472], [0.993, -0.369, -0.340], [-0.492, -1.021, 4.526], [0.433, 2.699, -1.030], [0.696, -0.017, -1.202], [-0.150, -0.366, -1.360], [-0.074, -0.627, -1.310], [0.472, 0.607, 0.700], [-1.197, 0.701, 0.290], [-0.589, -0.087, -0.042], [-0.912, 0.449, 1.244], [1.087, -0.335, -0.499], [0.873, -0.172, 2.073]],
  "mulliken_charge": [-0.042, -0.682, 0.296, 0.188, 0.277, -1.255, -0.268, 0.571, -0.738, 0.393, 0.355, 0.344, 0.299, 0.262],
  "lumo_ev": 0.61,
  "mol_weight_da": 88.90,
  "spin_multiplicity": 1,
  "total_energy_ha": -311.0191,
  "smiles": "[NH3+][O-].CCB=O",
  "e_above_lowest_kcal_mol": 107.3,
  "homo_ev": -8.483
}

---

No. 3
{
  "formula": "C2H8BO2PS",
  "method": "ωB97M-V/def2-TZVPD",
  "species": ["C", "C", "P", "S", "B", "O", "O", "H", "H", "H", "H", "H", "H", "H", "H"],
  "positions_angstrom": [[-0.44048, 2.37247, -0.62489], [-1.05066, 1.01869, -0.80119], [-0.68993, -0.35503, 0.47683], [-0.15138, -1.71834, 2.09865], [0.93929, -0.90924, -0.38482], [1.12975, -2.35421, -0.74827], [2.08405, -0.01659, -0.70718], [0.57500, 2.50733, -0.03318], [-0.93662, 3.37274, -1.04569], [-1.78150, 0.83238, -1.71227], [-0.70797, 0.69300, 1.50648], [-1.88253, -1.10874, 0.15615], [-0.21674, -0.95878, 3.30055], [0.23414, -2.77697, -0.96211], [2.89559, -0.59872, -0.51906]],
  "atomic_forces_ev_per_a": [[-1.582, -2.972, -0.564], [0.919, 4.824, -0.990], [-0.371, 2.465, -0.355], [0.403, -0.643, 2.361], [3.363, -1.864, -1.774], [-2.358, 2.720, 0.038], [-1.424, -3.415, 1.986], [-2.569, -0.359, -0.776], [1.423, -2.583, 0.440], [1.118, 0.722, 2.116], [0.006, -0.770, -0.871], [0.744, 0.515, 0.118], [-0.089, -0.633, -1.712], [1.950, 0.771, 0.728], [-1.533, 1.221, -0.747]],
  "mulliken_charge": [-0.534, -0.322, 0.022, -0.424, 0.727, -0.555, -0.510, 0.191, 0.226, 0.249, 0.062, 0.109, 0.138, 0.307, 0.314],
  "lumo_ev": -0.01,
  "mol_weight_da": 137.94,
  "spin_multiplicity": 1,
  "total_energy_ha": -995.7900,
  "smiles": "C=C[PH2](S)B(O)O",
  "e_above_lowest_kcal_mol": 55.0,
  "homo_ev": -8.599
}

---

No. 4
{
  "formula": "C2H8BrCdO2",
  "method": "ωB97M-V/def2-TZVPD",
  "species": ["Cd", "Br", "C", "C", "O", "H", "H", "H", "H", "H", "H", "O", "H", "H"],
  "positions_angstrom": [[0.25919, -1.21176, 3.99187], [1.33819, -0.08424, 2.00593], [-1.22923, 0.27074, -1.11399], [-1.55357, -1.10282, -0.65749], [-0.42641, -1.96592, -0.52629], [-2.10491, 0.91155, -1.01092], [-0.92025, 0.38887, -2.15258], [-0.40561, 0.63432, -0.49953], [-2.23538, -1.54489, -1.38400], [-2.08051, -1.10356, 0.29668], [-0.02941, -1.72236, 0.31315], [3.42364, 2.37537, 0.40828], [2.84465, 1.73861, 0.82726], [3.11956, 2.41603, -0.49842]],
  "atomic_forces_ev_per_a": [[0.666, 0.678, -1.146], [-0.722, -0.793, 1.282], [0.404, 1.018, 0.009], [-0.616, -0.983, -0.476], [-0.034, 0.095, 0.001], [0.047, 0.130, 0.250], [0.080, -0.525, -0.016], [-0.048, 0.470, 0.075], [0.066, -0.351, 0.088], [-0.230, 0.265, 0.145], [0.319, -0.105, -0.150], [0.111, 0.028, 0.199], [-0.027, -0.017, 0.079], [-0.015, 0.090, -0.339]],
  "mulliken_charge": [0.985, 0.001, -0.633, -0.246, -0.420, 0.314, 0.258, 0.070, 0.273, 0.228, 0.198, -0.558, 0.202, 0.328],
  "lumo_ev": -9.13,
  "mol_weight_da": 256.40,
  "spin_multiplicity": 1,
  "total_energy_ha": -2972.8773,
  "e_above_lowest_kcal_mol": 0.0,
  "homo_ev": -13.296,
  "charge": 1
}

---

No. 5
{
  "formula": "C2H8BrO2",
  "method": "ωB97M-V/def2-TZVPD",
  "species": ["Br", "C", "O", "H", "H", "H", "H", "C", "O", "H", "H", "H", "H"],
  "positions_angstrom": [[-0.16321, 2.02429, 1.40355], [2.82557, -0.40690, 0.54039], [2.51194, 0.81425, -0.07909], [2.20593, -0.58385, 1.42492], [2.68478, -1.25051, -0.15074], [3.87606, -0.40865, 0.85799], [1.71083, 1.16595, 0.36419], [-2.73559, -0.47632, -0.94365], [-2.74668, 0.76940, -0.28935], [-2.54825, -1.31087, -0.25376], [-3.71281, -0.62799, -1.40253], [-1.96900, -0.51876, -1.72987], [-1.93958, 0.80996, 0.25796]],
  "atomic_forces_ev_per_a": [[0.040, -0.200, 0.058], [0.061, -0.080, 0.029], [-0.022, -0.080, 0.082], [0.002, 0.006, -0.033], [-0.010, 0.044, 0.045], [-0.030, -0.016, -0.011], [-0.010, 0.187, -0.155], [0.133, 0.018, 0.021], [-0.015, -0.470, 0.030], [-0.054, 0.043, -0.029], [-0.034, -0.019, -0.051], [-0.062, -0.017, 0.001], [0.001, 0.583, 0.012]],
  "mulliken_charge": [-0.887, -0.470, -0.427, 0.221, 0.196, 0.193, 0.224, -0.510, -0.413, 0.222, 0.211, 0.221, 0.220],
  "lumo_ev": 3.82,
  "mol_weight_da": 143.99,
  "spin_multiplicity": 1,
  "total_energy_ha": -2805.5646,
  "e_above_lowest_kcal_mol": 2.4,
  "homo_ev": -4.390,
  "charge": -1
}

---

No. 6
{
  "formula": "C2H8Cl2NSi",
  "method": "ωB97M-V/def2-TZVPD",
  "species": ["C", "C", "N", "Si", "Cl", "Cl", "H", "H", "H", "H", "H", "H", "H", "H"],
  "positions_angstrom": [[1.03698, 0.37815, 0.37070], [-0.64113, -1.02804, -0.46301], [0.38476, -0.05574, -0.79895], [-2.70773, 0.04427, 0.50102], [-4.28689, -0.89801, -0.04425], [-2.86101, 1.91024, -0.30109], [1.97612, 0.91791, 0.18303], [0.39100, 1.16522, 0.81787], [1.20310, -0.46784, 1.14294], [-1.18436, -1.49292, -1.30704], [-0.09520, -1.66831, 0.32059], [1.01737, -0.56757, -1.47769], [-0.10728, 0.59526, -1.41936], [-2.43569, -0.04162, 1.97223]],
  "atomic_forces_ev_per_a": [[1.258, 2.010, 3.334], [-3.038, -0.680, 2.859], [-0.324, -2.253, -4.214], [3.887, 0.123, 0.457], [-1.676, -1.500, -0.649], [0.534, -0.095, 0.167], [-0.173, -0.540, -0.224], [0.271, -0.734, 0.080], [-0.299, 1.378, -1.602], [1.085, 0.028, 0.317], [-1.735, 0.247, -1.451], [-0.223, 0.815, 0.983], [0.603, 0.949, 0.590], [-0.170, 0.253, -0.646]],
  "mulliken_charge": [-0.683, -0.987, -0.125, 0.691, -0.083, -0.174, 0.345, 0.285, 0.283, 0.422, 0.318, 0.379, 0.358, -0.029],
  "lumo_ev": -3.46,
  "mol_weight_da": 145.09,
  "spin_multiplicity": 1,
  "total_energy_ha": -1345.3968,
  "e_above_lowest_kcal_mol": 44.6,
  "homo_ev": -13.950,
  "charge": 1
}